DFT (ωB97M-V/def2-TZVPD) results for a cluster of 2 separate species, C2H5NO4 in total at a distorted geometry.

```
12
Properties=species:S:1:pos:R:3:forces:R:3
O -0.009927 0.585523 -2.185902 -0.3 0.1 -0.1
C 0.919440 0.278705 -1.473002 -1.2 0.2 -0.7
N 0.814746 -0.682856 -0.523223 0.9 -0.5 0.4
C -0.230607 -1.626368 -0.235813 -0.4 1.7 0.9
O -1.452215 -1.047575 -0.234978 1.3 0.1 -0.7
O 0.050214 -2.695452 0.185144 -0.3 -0.8 -0.2
H 1.871495 0.794861 -1.605790 0.5 -0.3 0.5
H 1.618221 -0.878751 0.040961 0.5 -0.2 0.0
H -1.225667 -0.125651 -0.498476 -1.0 -0.4 0.0
H -0.124065 2.211295 2.211113 0.3 0.4 0.1
H -1.553748 1.726680 2.300661 -0.2 0.0 0.1
O -0.677888 1.459588 2.019303 0.0 -0.4 -0.2
```
Forces are in eV/Å.

Output
Kohn-Sham gap ... 11.1 eV
Highest occupied orbital energy ... -10.7653 eV
Structure (SMILES) ... O=CNC(=O)O.O
Net charge ... 0
Relative energy (zero: lowest compared OMol25 entry of this formula, charge and spin) ... 123.2 kJ/mol